Density functional theory data (wB97M-V/def2-TZVPD) for a cluster of 3 separate species, C10H21BrNO9PS in total.

```
! wB97M-V def2-TZVPD RIJCOSX def2/J DEFGRID3
* xyz 0 1
Br 1.75 -4.97 -3.70
S 5.38 -1.97 -1.29
P 0.99 -4.72 -1.62
O 1.91 -3.34 -1.23
O 3.76 -4.57 -0.80
O -2.25 -1.68 -0.93
O 5.38 -2.17 -2.71
O 5.73 -0.70 -0.74
O -0.35 -3.90 -1.96
O -2.24 2.69 2.88
O -2.97 -3.73 -1.07
O -2.41 4.43 1.56
N 3.81 -2.26 -0.71
C -2.45 -0.27 -0.67
C -4.49 -2.23 -0.03
C 6.32 -3.24 -0.52
C -1.93 5.69 1.08
C -0.98 5.53 -0.09
C -0.30 4.06 2.81
C 3.21 -3.51 -0.93
C -2.22 0.09 0.77
C -3.20 -2.60 -0.72
C -1.72 3.68 2.45
H -1.49 6.27 1.89
H -2.93 -0.39 1.43
H -0.12 3.74 3.84
H -4.37 -2.44 1.03
H -1.71 0.21 -1.32
H -1.22 -0.21 1.08
H -5.27 -2.86 -0.43
H -3.43 0.04 -1.02
H -2.83 6.22 0.77
H -0.07 5.00 0.19
H 6.41 -4.07 -1.21
H 3.22 -1.52 -1.10
H -1.47 4.98 -0.90
H 7.28 -2.78 -0.32
H -4.77 -1.18 -0.14
H 5.85 -3.57 0.40
H -1.09 -4.05 -1.34
H -0.70 6.51 -0.48
H -0.07 5.12 2.72
H 0.37 3.51 2.16
H -2.31 1.17 0.92
*
```

SMILES   CS(=O)(=O)NC(=O)OP(O)Br.CCOC(C)=O.CCOC(C)=O
Kohn-Sham gap   9.86 eV

=====

Density functional theory data (wB97M-V/def2-TZVPD) for a cluster of 2 separate species, C5H6N2O in total in a non-equilibrium geometry.

```
! wB97M-V def2-TZVPD RIJCOSX def2/J DEFGRID3
* xyz 0 1
O -3.01 0.85 -0.09
N 0.36 -0.69 -0.30
N -2.94 -0.64 -0.35
C -1.84 0.21 -0.19
C 1.70 1.11 -0.08
C 1.66 -0.27 -0.36
C -0.44 0.37 -0.18
C 0.36 1.51 0.07
H 2.52 1.67 -0.19
H -1.09 -0.90 2.40
H 0.30 2.51 0.45
H 2.50 -1.00 -0.44
H -3.24 -0.67 -1.41
H -0.08 -1.57 -0.53
*
```

Energy above the lowest of the compared OMol25 structures with the same formula, charge and spin   7.8745 eV
Kohn-Sham gap (alpha / beta)   6.26 / 9.24 eV

=====

Density functional theory data (wB97M-V/def2-TZVPD) for a structure of composition C18H21AlN3O3SSi in a non-equilibrium geometry.

```
! wB97M-V def2-TZVPD RIJCOSX def2/J DEFGRID3
* xyz 1 1
S 2.08 1.03 -6.36
Si 2.09 -0.10 2.58
Al -0.33 -0.10 1.93
O 2.87 0.89 -5.16
O 2.47 0.20 -7.46
O 1.67 2.39 -6.66
N -0.38 -0.25 -6.75
N -0.96 0.07 0.17
N 0.14 0.53 -4.57
C -1.41 1.07 4.43
C 0.08 0.54 -0.60
C -2.04 -0.42 -0.50
C -2.10 -0.47 -1.86
C 2.75 -1.28 1.26
C -2.31 1.31 3.39
C -1.69 -1.30 4.13
C -1.12 -0.23 4.82
C 0.11 0.47 -1.95
C -0.93 -0.11 -4.08
C 0.40 0.33 -5.85
C -1.86 -0.69 -4.95
C -2.90 0.24 2.70
C 2.75 1.66 2.43
C -2.56 -1.07 3.05
C 2.37 -0.78 4.31
C -1.00 -0.07 -2.64
C -1.58 -0.63 -6.30
H -1.50 -2.32 4.46
H -2.29 -0.95 -7.05
H 3.84 -1.32 1.31
H -0.49 -0.41 5.67
H -2.86 -0.77 0.11
H 3.44 -0.86 4.47
H 2.49 2.13 1.48
H 3.84 1.63 2.48
H -0.99 1.90 4.97
H 2.36 -2.29 1.42
H -3.01 -0.83 -2.33
H 1.94 -1.78 4.43
H 1.96 -0.14 5.09
H -2.61 2.32 3.15
H 0.89 1.00 -0.04
H 2.40 2.29 3.24
H -3.65 0.43 1.95
H 0.94 0.84 -2.53
H -2.74 -1.20 -4.58
H -3.04 -1.91 2.56
H 2.48 -0.97 0.24
*
```

Kohn-Sham gap   3.97 eV

=====

Density functional theory data (wB97M-V/def2-TZVPD) for a structure of composition C30H45NO3P2PbS in a non-equilibrium geometry.

```
! wB97M-V def2-TZVPD RIJCOSX def2/J DEFGRID3
* xyz 2 1
Pb 0.22 -0.43 1.72
S 3.42 4.04 3.52
P 1.44 -0.96 -5.86
P -0.85 0.85 -5.11
O 1.48 0.92 2.90
O 2.75 5.32 3.59
O 4.82 4.01 3.19
N 2.55 2.95 2.65
C 2.51 1.45 7.14
C 3.63 3.47 6.32
C 2.43 2.01 4.81
C 1.16 -2.16 4.10
C -2.82 -0.14 -1.19
C 0.61 0.66 -6.26
C 3.18 3.15 5.05
C 0.18 -4.03 1.73
C -0.64 -3.00 2.39
C -2.42 0.95 -0.25
C 2.11 1.93 3.37
C -2.38 -1.61 2.98
C -1.28 -1.27 3.81
C 0.89 -1.91 -7.37
C 3.10 -0.50 -6.55
C -0.53 -1.30 -1.55
C -1.99 -2.67 2.13
C 0.61 -0.62 -1.31
C 3.28 2.60 7.38
C -1.76 -0.72 -2.16
C -2.86 -3.39 1.16
C -3.73 -1.00 3.07
C -0.94 2.69 -5.21
C 0.85 0.84 -1.55
C -0.37 1.82 -1.48
C -0.18 -2.13 3.45
C -1.32 1.71 -0.33
C -2.18 0.47 -6.34
C 2.08 1.14 5.85
C -1.24 -0.24 4.88
H 0.27 0.68 -7.31
H -0.52 0.56 4.64
H 3.54 0.28 -5.91
H 1.32 1.48 -6.08
H 1.80 -2.92 3.64
H -4.27 -1.07 2.12
H -1.86 3.02 -4.71
H 1.48 -1.17 -0.91
H 1.47 -2.84 -7.39
H -0.94 -0.69 5.84
H -0.59 -2.36 -1.26
H 3.61 2.84 8.39
H -0.90 1.78 -2.44
H 3.74 -1.39 -6.51
H -0.18 -2.14 -7.29
H -2.23 0.22 5.01
H 1.32 0.99 -2.54
H 4.22 4.37 6.46
H -2.34 -3.57 0.21
H 1.68 -1.18 4.01
H -3.10 1.09 0.60
H -3.65 0.23 -1.82
H 1.48 0.25 5.64
H -0.07 3.12 -4.69
H -0.21 -4.26 0.73
H 1.06 -2.38 5.17
H 1.09 -1.33 -8.28
H 2.25 0.80 7.98
H -2.07 1.11 -7.24
H -3.26 -0.97 -0.60
H -3.67 0.06 3.35
H 0.18 -4.97 2.31
H -1.10 2.40 0.51
H 3.02 -0.14 -7.58
H 1.23 -3.71 1.62
H -3.15 -4.37 1.56
H -3.78 -2.83 0.95
H -3.15 0.68 -5.86
H -2.15 -0.59 -6.63
H -2.26 -1.54 -2.72
H -4.35 -1.50 3.84
H 0.08 2.83 -1.43
H -0.95 3.02 -6.26
H -1.50 0.03 -2.92
H 1.61 1.19 -0.83
*
```

Energy above the lowest of the compared OMol25 structures with the same formula, charge and spin   0.6490 eV
Kohn-Sham gap (alpha / beta)   3.01 / 4.63 eV

=====

> Which formula does entry 3 have?

C18H21AlN3O3SSi

=====

> Number 4 is which compound?

C30H45NO3P2PbS